Record 1
{"formula": "C35H64F2O4P2SSi2", "method": "ωB97M-V with the def2-TZVPD basis set", "energy_ha": -3532.3850, "e_homo_ha": -0.3165, "charge": 0, "species": ["C", "C", "C", "C", "Si", "C", "C", "C", "C", "C", "C", "C", "P", "O", "O", "C", "C", "O", "C", "C", "O", "Si", "C", "C", "C", "P", "S", "C", "C", "C", "C", "C", "H", "H", "H", "H", "H", "H", "H", "H", "H", "H", "H", "H", "H", "H", "H", "H", "H", "H", "H", "H", "H", "H", "H", "H", "H", "H", "H", "H", "H", "H", "H", "H", "H", "H", "H", "H", "H", "H", "H", "H", "H", "H", "H", "H", "H", "H", "H", "H", "H", "H", "H", "H", "H", "H", "F", "C", "C", "C", "C", "C", "C", "H", "H", "H", "H", "H", "F", "C", "C", "C", "C", "C", "C", "H", "H", "H", "H", "H"], "xyz": [[-1.77850, -0.18723, 4.72883], [-0.61762, -0.03441, 3.53428], [0.32873, -1.36576, 3.65947], [1.28455, -1.67042, 2.36368], [2.14670, -0.13199, 1.59438], [2.66363, 1.01002, 3.10678], [2.44038, 2.60636, 2.82265], [1.39137, 3.35504, 3.84424], [1.52850, 4.98748, 3.50688], [1.77314, 3.19866, 5.43376], [3.86235, -0.66114, 0.79578], [4.37949, 0.36874, -0.36793], [5.06371, 2.03631, 0.25792], [5.53348, 2.05008, 1.76675], [3.87944, 3.25833, -0.15074], [4.50483, 4.55600, -0.44783], [3.26154, 5.67413, -0.40747], [6.47688, 2.39334, -0.75805], [7.56017, 2.97543, 0.04896], [8.65485, 3.62169, -1.03810], [1.17272, 0.80319, 0.47948], [0.35454, -0.17656, -0.71968], [-1.32573, -0.96417, -0.07978], [-2.54877, 0.14296, 0.02250], [-3.90781, -0.66885, 0.47369], [1.59590, -1.66585, -1.74530], [1.79345, -3.36599, -0.82238], [-0.21609, 1.08259, -2.11819], [1.04986, 1.43811, -3.15016], [-0.49518, 2.51027, -1.29679], [-1.50832, 3.52587, -2.11553], [-1.73920, 4.84475, -1.11322], [-2.62339, -0.94727, 4.44980], [-2.19536, 0.88449, 5.03981], [-1.22136, -0.62095, 5.69092], [-0.03896, 0.95073, 3.79434], [-1.16552, 0.09756, 2.50903], [-0.39404, -2.29265, 3.85365], [1.03965, -1.25517, 4.60305], [0.66083, -2.32479, 1.62001], [2.16004, -2.37936, 2.75921], [3.82433, 0.83266, 3.32255], [2.10963, 0.73251, 4.09863], [2.11526, 2.88525, 1.73457], [3.49776, 3.13063, 3.00184], [0.25013, 3.10262, 3.60111], [1.64742, 5.13615, 2.33027], [2.47819, 5.40539, 4.04845], [0.55392, 5.57233, 3.84835], [2.79253, 2.63995, 5.59953], [0.86541, 2.69536, 5.97659], [1.91446, 4.28281, 5.90308], [4.66149, -0.62325, 1.68206], [3.85912, -1.78106, 0.43019], [3.43517, 0.61362, -1.05253], [5.12696, -0.21639, -1.08540], [4.83299, 4.51982, -1.58834], [5.36345, 4.87333, 0.28146], [3.49070, 6.57065, 0.31704], [2.31408, 5.12008, 0.06193], [2.93228, 5.99552, -1.48843], [7.22463, 3.84311, 0.75957], [8.16114, 2.18211, 0.68301], [8.22726, 4.54157, -1.62305], [8.96253, 2.77655, -1.81402], [9.65647, 3.95270, -0.49564], [-1.64264, -1.72372, -0.93408], [-1.22929, -1.45228, 0.97843], [-2.73248, 0.74915, -0.96232], [-2.35811, 0.95723, 0.87424], [-4.68666, 0.02194, 1.02036], [-4.35019, -1.21528, -0.46697], [-3.56216, -1.51360, 1.23385], [0.90625, -1.96992, -3.00738], [2.91389, -1.22411, -2.12170], [-1.15223, 0.70301, -2.71048], [2.07452, 1.38898, -2.57041], [1.07043, 0.75494, -4.10098], [0.94682, 2.57014, -3.51264], [0.54984, 3.08233, -1.23470], [-0.83212, 2.33991, -0.18722], [-2.56983, 3.03721, -2.24896], [-1.06320, 3.91777, -3.12555], [-2.84965, 5.19944, -1.27201], [-0.95126, 5.69777, -1.35182], [-1.60089, 4.48118, 0.00894], [-4.32964, -7.24842, -2.92697], [-3.45257, -6.48990, -2.25613], [-2.50478, -5.75501, -2.95990], [-1.59467, -4.96109, -2.26207], [-1.63564, -4.91947, -0.86623], [-2.58750, -5.66465, -0.16868], [-3.50448, -6.44962, -0.86725], [-2.48277, -5.80629, -4.04357], [-0.85476, -4.37669, -2.80333], [-0.92272, -4.30358, -0.32216], [-2.61481, -5.63387, 0.91788], [-4.25672, -7.02818, -0.34138], [-10.62624, -4.56884, -4.39615], [-9.53909, -5.34537, -4.29767], [-9.60007, -6.66585, -4.72927], [-8.46686, -7.47326, -4.63166], [-7.28725, -6.95367, -4.09284], [-7.23752, -5.62848, -3.65772], [-8.36751, -4.81825, -3.76580], [-10.52738, -7.05447, -5.13733], [-8.50196, -8.50470, -4.97348], [-6.40493, -7.58508, -4.01278], [-6.31951, -5.22750, -3.23491], [-8.34384, -3.78341, -3.44074]], "forces_ev_per_angstrom": [[1.0, 0.3, 0.5], [-0.9, -0.2, 1.5], [0.0, 0.2, 0.0], [-0.7, -1.7, 0.8], [0.7, 0.7, 1.3], [0.6, 0.7, 0.6], [0.5, 1.0, 0.9], [0.4, 1.6, -0.5], [-0.3, -0.5, -0.6], [-0.4, 0.5, -0.1], [1.3, -0.1, 0.4], [-1.2, -1.0, -1.4], [2.1, 1.1, 2.3], [-1.9, -0.1, -5.0], [3.2, -1.7, 0.5], [-1.2, 1.9, -1.5], [-0.6, -1.0, 0.7], [-2.1, -0.1, 2.8], [2.5, 1.2, -0.4], [0.1, -0.7, 0.0], [0.2, -3.2, -0.6], [-2.4, 3.4, 0.9], [-0.7, 0.3, -0.3], [-0.6, 0.2, 1.0], [0.8, -0.5, 0.1], [0.9, -1.8, -1.4], [0.0, -0.6, 0.5], [1.2, 1.4, -0.1], [-0.4, 0.6, 0.0], [0.4, 0.5, -1.0], [-0.1, 0.5, 1.8], [0.0, -0.7, -0.3], [1.5, 1.6, 0.4], [0.6, -2.5, -0.8], [-1.3, 0.9, -2.0], [-1.0, -2.0, -0.8], [1.3, -0.4, 1.8], [1.6, 1.9, -0.4], [-1.7, -0.1, -1.9], [1.4, 1.2, 1.2], [-1.7, 1.4, -1.0], [-2.5, 0.4, -0.6], [0.9, 0.4, -1.9], [0.6, -0.8, 2.0], [-2.3, -1.0, -0.5], [2.6, 0.2, 0.7], [-0.2, -0.2, 2.5], [-1.8, -0.7, -1.1], [2.2, -1.2, -0.6], [-2.2, 0.8, -0.4], [2.0, 0.7, -0.8], [-0.4, -2.4, -1.0], [-1.8, -0.1, -1.8], [0.0, 2.3, 0.4], [2.1, -0.2, 1.4], [-1.2, 1.7, 1.6], [-0.1, 0.1, 2.6], [-1.7, -0.9, -1.4], [-0.3, -1.7, -1.7], [2.1, 1.1, -1.0], [0.9, -0.4, 2.2], [0.4, -1.9, -1.3], [-1.6, 1.4, -1.3], [0.7, -1.8, 1.2], [-0.8, 1.8, 1.6], [-2.3, -0.7, -0.9], [0.6, 1.2, 2.0], [-0.2, 0.6, -2.2], [0.4, -1.3, 1.8], [-0.1, -1.8, -1.9], [1.5, -1.4, -1.3], [0.6, 1.1, 1.9], [-0.9, 1.8, -1.5], [0.6, 0.9, 0.7], [-0.9, 0.3, -0.2], [1.7, 0.8, 1.1], [-2.0, 0.0, -1.2], [0.1, 1.2, 1.9], [0.2, -2.5, 0.7], [-2.1, -1.4, 0.0], [0.4, 0.4, -2.3], [2.2, 0.8, 0.0], [-0.9, -1.1, 1.9], [2.4, -0.3, 0.4], [-1.8, -1.8, 0.6], [-0.3, 0.9, -2.4], [-0.2, -0.2, -0.2], [0.8, 0.7, 0.6], [-0.1, 0.0, -0.1], [-0.3, -0.2, 0.4], [0.0, 0.0, 0.0], [0.1, 0.1, -0.5], [-0.1, -0.1, 0.0], [0.0, 0.0, 0.1], [-0.1, -0.1, 0.1], [-0.1, -0.1, -0.2], [0.0, 0.0, -0.2], [0.1, 0.0, -0.1], [-0.2, 0.1, 0.0], [0.9, -0.6, 0.1], [-0.1, 0.0, 0.0], [0.1, 0.5, 0.2], [0.0, -0.1, 0.0], [-0.3, -0.2, -0.2], [-0.1, 0.0, 0.0], [0.1, 0.1, 0.0], [0.0, 0.2, 0.1], [-0.2, 0.2, 0.0], [-0.2, -0.1, -0.1], [-0.1, -0.1, 0.0]], "mulliken_charge": [-1.214, 1.478, -1.023, 0.428, -0.652, -0.510, -0.305, 0.668, -1.039, -1.233, -0.673, 0.470, 0.634, -0.733, -0.074, -0.161, -0.530, -0.341, -0.132, -0.972, 0.150, -0.739, -0.017, -0.181, -1.019, 0.198, -0.333, 0.344, -0.886, -0.162, -0.424, -0.829, 0.299, 0.318, 0.301, -0.633, -0.491, 0.323, 0.326, -0.492, 0.423, 0.429, 0.562, -0.287, 0.234, 0.278, 0.074, 0.360, 0.326, 0.250, 0.201, 0.421, 0.439, 0.430, -0.972, 0.452, 0.205, 0.190, 0.280, -0.130, 0.268, 0.214, 0.269, 0.235, 0.249, 0.318, 0.228, 0.169, 0.204, 0.190, 0.323, 0.296, 0.223, 0.155, 0.125, 0.436, 0.100, 0.236, 0.289, 0.037, -0.093, 0.278, 0.244, 0.302, 0.221, 0.198, -0.287, 0.119, -0.314, -0.365, -0.058, -0.615, -0.286, 0.423, 0.303, 0.248, 0.392, 0.421, -0.308, 0.268, -0.365, -0.434, -0.292, -0.249, -0.485, 0.394, 0.361, 0.397, 0.315, 0.396]}


Record 2
{"formula": "C4H5N3O3S", "method": "ωB97M-V with the def2-TZVPD basis set", "smiles": "COC/N=[N+](\\[S-])OC(=O)C#N", "energy_ha": -943.3959, "de_lowest_ev": 4.705, "e_homo_ha": -0.3672, "charge": 0, "species": ["C", "O", "C", "N", "N", "S", "O", "C", "O", "C", "N", "H", "H", "H", "H", "H"], "xyz": [[1.70458, -0.57263, -1.17407], [1.88655, -0.23018, 0.13952], [1.13857, 0.87149, 0.59800], [-0.21138, 0.40765, 0.79964], [-1.17595, 1.20152, 0.37961], [-1.08521, 2.59104, -0.43805], [-2.40600, 0.61379, 0.65388], [-2.03001, -0.68427, 1.09634], [-2.31413, -1.09684, 2.16777], [-1.74811, -1.55732, -0.06016], [-1.40503, -2.37494, -0.78456], [2.30894, -1.50134, -1.31637], [2.04457, 0.35041, -1.83401], [0.63117, -0.91918, -1.44487], [1.52636, 1.28775, 1.44751], [1.13506, 1.61305, -0.23019]], "forces_ev_per_angstrom": [[-0.6, 0.0, -2.5], [0.2, 0.5, 2.6], [-0.7, -1.4, -4.5], [-2.8, 1.9, 0.0], [2.7, -1.4, 0.4], [-0.7, 0.4, 0.0], [1.1, 0.3, 0.3], [-1.7, -1.2, -0.1], [0.4, 0.4, -0.3], [0.5, -0.2, 0.8], [-0.2, -0.1, -0.4], [-0.2, 1.0, -0.3], [-0.7, -2.1, 0.8], [1.5, 0.9, 0.5], [1.1, 0.8, 2.4], [0.0, 0.0, 0.5]], "mulliken_charge": [-0.455, -0.326, -0.474, -0.374, 0.455, -0.144, -0.283, 0.865, -0.413, 0.187, -0.371, 0.217, 0.252, 0.173, 0.359, 0.332]}


Record 3
{"formula": "C5H6N2O", "method": "ωB97M-V with the def2-TZVPD basis set", "energy_ha": -378.7722, "de_lowest_ev": 2.687, "e_homo_ha": -0.3370, "charge": 0, "species": ["C", "C", "C", "N", "C", "C", "O", "N", "H", "H", "H", "H", "H", "H"], "xyz": [[1.88229, -0.93725, -0.01389], [0.84932, 0.05711, 0.44601], [-0.33054, 0.60500, -0.74389], [-0.96267, 1.77042, -0.64285], [-0.84173, -0.57091, -0.17315], [-2.09174, -0.58979, 0.52549], [1.00502, 0.82213, 1.36781], [-3.15422, -0.56108, 0.97934], [-1.89326, 1.85297, -0.23825], [-0.40438, 2.61412, -0.64203], [-0.50520, -1.53008, -0.54508], [1.70765, -1.27916, -1.03241], [2.86380, -0.46423, 0.04232], [1.87568, -1.78925, 0.67058]], "forces_ev_per_angstrom": [[-0.2, -0.3, 0.0], [0.5, 1.5, -0.7], [0.7, -0.3, 1.5], [0.2, -0.1, 0.1], [-0.4, 0.1, -0.3], [-1.0, -0.1, -0.1], [-0.5, -0.8, -0.5], [0.7, 0.1, 0.0], [0.2, -0.1, -0.1], [-0.2, -0.2, -0.2], [0.2, 0.1, 0.2], [-0.1, 0.0, 0.1], [-0.1, 0.1, 0.0], [0.1, 0.0, -0.1]], "mulliken_charge": [-1.171, 0.752, 0.230, -0.356, -0.316, -0.063, -0.548, -0.416, 0.204, 0.259, 0.419, 0.340, 0.337, 0.330]}


Record 4
{"formula": "C2H5N3O", "method": "ωB97M-V with the def2-TZVPD basis set", "smiles": "[H]/N=C/N(O)/C=N/[H]", "energy_ha": -318.6308, "de_lowest_ev": 3.258, "e_homo_ha": -0.3321, "charge": 0, "species": ["H", "N", "C", "N", "O", "C", "N", "H", "H", "H", "H"], "xyz": [[-3.00103, -0.43534, 0.08381], [-2.17685, 0.22291, 0.12988], [-1.08041, -0.38427, -0.14226], [0.06553, 0.31822, -0.18515], [0.00803, 1.62996, -0.12199], [1.24904, -0.26063, 0.00156], [2.39220, 0.30527, 0.06348], [3.08748, -0.41608, 0.09542], [-0.87335, -1.46536, -0.24926], [-0.80888, 1.85523, 0.32863], [1.13824, -1.36992, -0.00413]], "forces_ev_per_angstrom": [[1.3, 1.0, 0.2], [-0.6, -1.4, -0.7], [-1.4, -0.7, 0.8], [-0.4, -0.6, 0.0], [0.6, 2.7, -0.2], [2.8, -2.1, -0.4], [-1.4, 0.4, 0.0], [0.5, -0.3, 0.2], [-0.5, 0.5, -0.1], [-0.7, -0.1, 0.3], [0.0, 0.7, 0.0]], "mulliken_charge": [0.244, -0.669, 0.164, 0.142, -0.454, 0.141, -0.602, 0.259, 0.246, 0.382, 0.147]}